[1]
8 unconnected molecules or ions with the total composition C35H47BBrClF10NO24. Source: the Open Molecules 2025 dataset; level of theory: ωB97M-V with the def2-TZVPD basis set.

Its total charge is -1. As for the LUMO energy: 1.529 eV. Its HOMO-LUMO gap is 5.86 eV. Its HOMO energy is -4.34 eV. The total energy is -7280.02648 Eh.

Each line ends with the Mulliken charge.
Atoms and positions in Å:
C 1.166 -2.591 -3.725  -0.969
C 1.130 -3.399 -2.264  -0.051
C 0.796 -2.399 -1.006  -0.664
Br -1.197 -1.977 -1.111  -0.145
C 1.129 -3.043 0.481  1.044
C 0.776 -4.643 0.447  -0.714
C 0.744 -5.383 1.909  -0.247
C 0.041 -6.864 1.925  -0.435
Cl -0.352 -7.556 0.241  -0.220
O -0.021 -2.501 1.275  -0.677
B 0.360 -1.474 2.295  0.747
C 0.019 0.010 1.598  0.543
C 0.086 1.247 2.679  -0.223
O -0.475 2.445 2.036  -0.209
C 0.565 3.398 1.617  -0.392
C 0.804 3.490 -0.007  0.818
F -0.091 4.494 -0.689  -0.286
F 0.612 2.215 -0.738  -0.224
F 2.253 3.884 -0.183  -0.275
O 1.799 -1.811 2.511  -0.551
C 2.417 -2.491 1.331  0.026
N 3.419 -3.457 1.922  -0.475
C 3.380 -1.317 0.714  -0.475
C 4.334 -0.557 1.817  -0.515
H 0.173 -1.930 -3.723  0.223
H 1.038 -3.343 -4.627  0.323
H 2.093 -1.878 -3.830  0.270
H 2.087 -4.075 -2.103  0.235
H 0.220 -4.160 -2.369  0.127
H 1.335 -1.376 -1.213  0.189
H 1.519 -5.276 -0.235  0.219
H -0.321 -4.729 -0.017  0.211
H 0.182 -4.733 2.733  0.123
H 1.844 -5.532 2.342  0.227
H 0.819 -7.628 2.412  0.278
H -0.906 -6.907 2.650  0.280
H -0.226 -1.481 3.319  -0.455
H -1.065 0.018 1.098  0.103
H 0.820 0.137 0.743  -0.614
H 1.131 1.397 3.185  -0.010
H -0.664 0.964 3.563  0.085
H 1.619 3.228 2.107  0.122
H 0.226 4.491 1.958  0.256
H 4.233 -3.635 1.288  0.331
H 3.768 -3.102 2.864  0.379
H 2.817 -0.480 0.113  -0.003
H 4.124 -1.832 -0.063  0.460
H 4.142 0.615 1.842  0.065
H 4.231 -0.954 2.914  -0.113
H 5.479 -0.710 1.520  0.250
C 4.406 1.251 6.255  -0.219
C 2.928 1.409 6.363  0.299
O 2.426 0.245 5.745  -0.208
C 3.383 -0.704 5.946  0.684
O 3.201 -1.901 5.801  -0.542
O 4.572 -0.151 6.337  -0.340
F 2.505 2.482 5.659  -0.243
H 4.801 1.608 5.298  0.141
H 4.939 1.756 7.065  0.265
H 2.557 1.468 7.392  0.184
C -3.119 -8.111 -1.791  -0.228
C -4.498 -8.396 -1.303  0.641
O -5.320 -7.714 -2.222  -0.299
C -4.616 -7.706 -3.389  0.702
O -5.102 -7.453 -4.479  -0.590
O -3.301 -8.022 -3.190  -0.349
F -4.696 -7.861 -0.077  -0.306
H -2.724 -7.161 -1.416  0.164
H -2.415 -8.908 -1.537  0.282
H -4.760 -9.459 -1.293  -0.047
C 5.680 6.309 1.571  -0.384
C 5.784 5.518 0.313  0.482
O 6.119 4.225 0.763  -0.284
C 5.565 4.127 2.004  0.518
O 5.402 3.076 2.600  -0.521
O 5.207 5.352 2.497  -0.300
F 6.794 5.974 -0.462  -0.323
H 6.647 6.695 1.911  0.286
H 4.981 7.146 1.480  0.243
H 4.857 5.477 -0.269  0.275
C -3.343 5.291 -0.055  0.304
C -3.469 5.781 1.347  0.364
O -4.848 5.662 1.615  -0.323
C -5.272 4.625 0.839  0.665
O -6.333 4.044 0.994  -0.571
O -4.358 4.310 -0.129  -0.334
F -3.130 7.087 1.433  -0.287
H -3.540 6.073 -0.797  0.035
H -2.361 4.855 -0.257  -0.109
H -2.900 5.199 2.079  0.331
C 6.266 8.278 -3.916  -0.418
C 4.836 8.074 -4.284  0.287
O 4.250 7.615 -3.087  -0.234
C 4.993 8.175 -2.091  0.670
O 4.638 8.238 -0.926  -0.556
O 6.181 8.665 -2.559  -0.295
F 4.713 7.105 -5.218  -0.290
H 6.859 7.361 -3.995  0.284
H 6.743 9.057 -4.516  0.260
H 4.325 8.983 -4.619  0.295
C -6.740 7.771 -1.035  -0.162
C -5.631 8.478 -1.738  0.218
O -5.778 8.070 -3.079  -0.278
C -7.109 7.825 -3.231  0.607
O -7.667 7.717 -4.311  -0.539
O -7.747 7.721 -2.025  -0.324
F -4.428 8.052 -1.292  -0.234
H -6.471 6.752 -0.738  0.127
H -7.085 8.315 -0.152  0.308
H -5.686 9.570 -1.677  0.214
C -7.198 -10.437 -4.207  -0.251
C -6.725 -11.746 -4.741  0.285
O -5.657 -12.084 -3.886  -0.303
C -5.962 -11.503 -2.691  0.698
O -5.427 -11.791 -1.634  -0.566
O -6.946 -10.562 -2.822  -0.280
F -6.239 -11.608 -5.995  -0.296
H -6.632 -9.588 -4.604  0.173
H -8.262 -10.270 -4.399  0.254
H -7.480 -12.539 -4.719  0.295

[2]
2 unconnected molecules or ions with the total composition C5H7NO2. Source: the Open Molecules 2025 dataset; level of theory: ωB97M-V with the def2-TZVPD basis set.

The calculation puts the energy above the lowest of the compared OMol25 structures with the same formula, charge and spin at 1.3939 eV. As for the LUMO energy: 0.634 eV. Its HOMO-LUMO gap is 11.13 eV. Its HOMO energy is -10.50 eV. The SMILES is CC(=O)C#N.CC=O. The total energy is -399.91434 Eh.

Each line ends with the Mulliken charge.
Atoms and positions in Å:
C -1.592 -1.858 -0.815  -1.031
C -1.437 -1.161 0.502  0.915
C -0.067 -1.446 1.164  0.182
O -2.321 -0.671 1.150  -0.513
N 0.959 -1.775 1.558  -0.456
H -0.861 -1.427 -1.500  0.334
H -2.589 -1.704 -1.219  0.283
H -1.371 -2.919 -0.721  0.328
C 1.615 2.412 -0.186  -1.122
C 0.948 1.132 0.168  0.366
O -0.040 0.690 -0.375  -0.469
H 1.371 0.544 1.037  0.258
H 1.598 3.069 0.683  0.310
H 1.127 2.895 -1.028  0.287
H 2.662 2.218 -0.418  0.327

[3]
A molecular structure, C4H5LiO3Pb. Source: the Open Molecules 2025 dataset; level of theory: ωB97M-V with the def2-TZVPD basis set.

The calculation puts the energy above the lowest of the compared OMol25 structures with the same formula, charge and spin at 1.1347 eV. Its total charge is +2. As for the LUMO energy: -9.423 eV. Its HOMO-LUMO gap is 7.68 eV. Its HOMO energy is -17.11 eV. The total energy is -580.76780 Eh.

Each line ends with the Mulliken charge.
Atoms and positions in Å:
Pb -1.299 -0.843 1.445  1.225
O 0.752 -1.160 0.397  -0.321
C 2.160 -1.208 0.730  -0.617
H 2.620 -1.983 0.112  0.294
H 2.623 -0.242 0.507  0.367
H 2.182 -1.446 1.796  0.282
C -1.772 1.594 -0.024  -1.053
C -1.037 0.761 -0.773  -0.261
O -1.188 -0.646 -0.589  -0.345
C 0.379 -0.621 -0.762  1.412
O 1.121 -0.331 -1.663  -0.604
Li 0.570 1.359 -2.622  0.944
H -1.408 2.615 0.086  0.259
H -2.747 1.294 0.388  0.417

[4]
A molecular structure, C36H32Cl2N4O2PY. Source: the Open Molecules 2025 dataset; level of theory: ωB97M-V with the def2-TZVPD basis set.

The calculation puts the energy above the lowest of the compared OMol25 structures with the same formula, charge and spin at 0.0000 eV. Its total charge is +2. As for the LUMO energy: -5.449 eV. Its HOMO-LUMO gap is 7.66 eV. Its HOMO energy is -13.11 eV. The total energy is -3060.30328 Eh.

Each line ends with the Mulliken charge.
Atoms and positions in Å:
Y -0.884 0.288 0.042  0.818
C -2.426 -2.082 2.653  -1.585
C -2.853 -0.623 2.576  1.275
C -4.185 -0.382 3.281  -1.720
C -1.804 0.353 3.120  -0.218
C -1.377 0.100 4.569  -0.777
O 0.058 -0.101 4.484  -0.447
C 0.439 0.047 3.226  0.393
N -0.504 0.287 2.374  0.382
C 1.923 -0.048 3.043  0.255
C 2.659 -0.114 4.227  -1.157
C 4.046 -0.153 4.213  -0.759
C 4.726 -0.115 3.011  -0.791
C 4.008 -0.053 1.826  -0.529
C 2.617 -0.030 1.815  0.776
P 1.868 0.020 0.165  1.603
C 2.443 1.542 -0.616  0.463
C 3.385 1.624 -1.636  -0.276
C 3.708 2.861 -2.178  -0.785
C 3.098 4.016 -1.709  -0.624
C 2.162 3.946 -0.685  -0.899
C 1.833 2.710 -0.148  -0.555
C 2.474 -1.418 -0.745  0.547
C 2.308 -1.464 -2.132  -0.205
C 2.638 -2.609 -2.837  -0.875
C 3.125 -3.723 -2.164  -0.698
C 3.287 -3.686 -0.788  -0.774
C 2.964 -2.537 -0.078  -0.804
H -3.141 -2.713 2.127  0.412
H -2.389 -2.424 3.690  0.420
H -1.451 -2.275 2.202  0.223
H -3.027 -0.383 1.512  -0.428
H -4.113 -0.620 4.345  0.356
H -4.965 -1.022 2.871  0.457
H -4.515 0.656 3.196  0.428
H -2.192 1.371 3.016  0.720
H -1.796 -0.804 5.006  0.406
H -1.538 0.945 5.233  0.280
H 2.148 -0.129 5.176  0.507
H 4.586 -0.208 5.148  0.443
H 5.807 -0.137 2.986  0.477
H 4.549 -0.035 0.887  0.479
H 3.867 0.728 -2.008  0.516
H 4.447 2.922 -2.965  0.473
H 3.363 4.975 -2.134  0.446
H 1.707 4.848 -0.298  0.485
H 1.146 2.677 0.699  0.603
H 1.931 -0.606 -2.677  0.441
H 2.519 -2.631 -3.912  0.469
H 3.381 -4.619 -2.714  0.432
H 3.669 -4.549 -0.260  0.456
H 3.099 -2.529 0.996  0.391
Cl -3.409 -3.953 -0.927  -0.189
C -2.741 -2.911 -2.126  0.471
C -2.923 -3.251 -3.495  -0.603
C -2.413 -2.455 -4.472  0.552
Cl -2.633 -2.876 -6.133  -0.217
C -1.693 -1.265 -4.144  -0.171
C -1.140 -0.381 -5.091  -0.790
C -0.466 0.739 -4.678  -1.022
C -0.345 0.978 -3.302  -0.371
N -0.850 0.175 -2.386  0.475
C -1.526 -0.953 -2.786  0.568
C -2.051 -1.794 -1.763  -0.390
O -1.832 -1.409 -0.481  -0.069
H -3.468 -4.149 -3.745  0.497
H -1.255 -0.592 -6.145  0.466
H -0.036 1.432 -5.386  0.494
H 0.191 1.853 -2.946  0.416
N -3.772 2.061 -0.191  -0.326
C -4.340 3.274 -0.200  -0.150
C -3.330 4.203 -0.063  -0.845
C -2.164 3.446 0.017  -0.604
N -2.427 2.137 -0.070  0.343
H -4.220 1.168 -0.305  0.114
H -5.407 3.377 -0.305  0.483
H -3.432 5.273 -0.029  0.441
H -1.144 3.779 0.123  0.506

[5]
2 unconnected molecules or ions with the total composition C10H17N4O3. Source: the Open Molecules 2025 dataset; level of theory: ωB97M-V with the def2-TZVPD basis set.

Its total charge is +1. As for the LUMO energy: -5.802 eV. Its HOMO-LUMO gap is 5.56 eV. Its HOMO energy is -11.36 eV. The total energy is -835.39819 Eh.

Each line ends with the Mulliken charge.
Atoms and positions in Å:
C -0.988 3.027 -3.318  -0.834
C -2.531 2.558 -3.614  -0.359
C -2.743 0.943 -3.803  -0.682
N -1.600 0.081 -3.315  -0.308
C -1.502 0.026 -1.807  0.209
C -0.039 -0.507 -1.196  -0.495
C 0.246 -0.618 0.448  0.819
C 1.730 -1.104 0.950  0.109
O 2.508 -0.210 1.620  -0.400
O 2.257 -2.473 0.647  -0.387
C -1.017 -0.194 1.416  -0.473
C -2.418 0.303 0.718  -0.197
N -2.589 0.372 -0.814  0.009
H -0.166 2.280 -3.717  0.247
H -0.761 4.117 -3.738  0.320
H -0.881 3.129 -2.136  0.202
H -3.321 2.925 -2.831  0.246
H -2.839 3.064 -4.650  0.335
H -3.735 0.531 -3.328  0.342
H -2.825 0.752 -4.979  0.361
H -1.833 -0.902 -3.637  0.338
H 0.869 -0.796 -1.894  0.266
H 2.619 -2.455 -0.293  0.362
H -0.881 -0.221 2.601  0.343
H -3.312 0.604 1.431  0.348
H -3.532 0.679 -1.141  0.284
C 3.846 -2.236 5.462  0.606
O 4.285 -2.820 6.441  -0.641
N 2.661 -2.540 4.904  -0.334
N 4.510 -1.236 4.854  -0.335
H 2.283 -2.071 4.098  0.146
H 2.129 -3.288 5.331  0.195
H 5.407 -0.975 5.243  0.202
H 4.165 -0.743 4.048  0.156

[6]
C5H6O in the gas phase. Source: the Open Molecules 2025 dataset; level of theory: ωB97M-V with the def2-TZVPD basis set.

The calculation puts the energy above the lowest of the compared OMol25 structures with the same formula, charge and spin at 5.1320 eV. As for the LUMO energy: 1.058 eV. Its HOMO-LUMO gap is 8.75 eV. Its HOMO energy is -7.69 eV. The total energy is -269.15764 Eh.

Each line ends with the Mulliken charge.
Atoms and positions in Å:
C 1.371 0.111 -0.429  -0.487
C 0.280 -0.769 -0.004  0.050
C 0.504 0.586 0.702  -0.593
C -0.946 0.614 0.319  0.272
O -1.263 0.968 -0.950  -0.363
C -1.076 -0.464 -0.815  -0.675
H 1.258 0.556 -1.413  0.190
H 2.376 -0.184 -0.148  0.262
H 0.302 -1.675 0.589  0.331
H 0.861 0.807 1.709  0.332
H -1.645 0.438 1.124  0.370
H -2.020 -0.989 -0.684  0.310

[7]
C6H10O in the gas phase. Source: the Open Molecules 2025 dataset; level of theory: ωB97M-V with the def2-TZVPD basis set.

The calculation puts the energy above the lowest of the compared OMol25 structures with the same formula, charge and spin at 3.3565 eV. As for the LUMO energy: 0.867 eV. Its HOMO-LUMO gap is 10.75 eV. Its HOMO energy is -9.88 eV. The SMILES is C#C[C@](C)(O)CC. The total energy is -309.71902 Eh.

Each line ends with the Mulliken charge.
Atoms and positions in Å:
C 2.350 0.038 0.332  -1.100
C 1.089 -0.483 -0.407  -0.665
C -0.316 -0.351 0.237  1.025
C -1.752 -0.727 -0.860  -1.065
O -0.196 -0.945 1.512  -0.553
C -0.759 1.064 0.375  -1.194
C -1.453 2.042 0.243  0.218
H 3.250 -0.196 -0.263  0.344
H 2.486 -0.434 1.309  0.287
H 2.349 1.125 0.476  0.306
H 1.212 -1.553 -0.574  0.336
H 1.026 0.019 -1.375  0.301
H -2.548 -0.417 -0.168  0.317
H -1.593 0.067 -1.609  0.288
H -2.235 -1.562 -1.462  0.291
H -0.923 -0.649 2.077  0.399
H -1.987 2.963 0.156  0.464

[8]
2 unconnected molecules or ions with the total composition C5H9NO. Source: the Open Molecules 2025 dataset; level of theory: ωB97M-V with the def2-TZVPD basis set.

The calculation puts the energy above the lowest of the compared OMol25 structures with the same formula, charge and spin at 0.0723 eV. Its total charge is +1. As for the LUMO energy (spin up / spin down): -3.657 / -7.504 eV. Its HOMO-LUMO gap (spin up / spin down) is 11.08 / 7.55 eV. Its HOMO energy (spin up / spin down) is -14.74 / -15.05 eV. The spin multiplicity is 2. The total energy is -325.61290 Eh. As for the expectation value of S²: 0.766.

Each line ends with the Löwdin spin population.
Atoms and positions in Å:
C 0.548 -0.401 -2.414  0.038
C 0.279 0.047 -1.018  0.222
C -1.039 0.045 -0.404  0.320
N -0.984 0.752 0.710  0.074
C 0.303 1.274 0.854  0.297
C 1.072 0.877 -0.226  0.003
H 1.408 -1.069 -2.438  0.013
H 0.849 0.477 -2.982  0.013
H -0.331 -0.881 -2.839  -0.001
H -1.928 -0.393 -0.820  0.011
H -1.706 0.799 1.421  -0.001
H 0.464 2.101 1.524  0.011
H 2.079 1.161 -0.462  -0.004
H -0.267 -1.921 3.748  0.000
H -0.030 -1.243 2.396  0.001
O -0.715 -1.626 2.948  0.003

[9]
C4H7N3O in the gas phase. Source: the Open Molecules 2025 dataset; level of theory: ωB97M-V with the def2-TZVPD basis set.

The calculation puts the energy above the lowest of the compared OMol25 structures with the same formula, charge and spin at 7.0036 eV. As for the LUMO energy (spin up / spin down): -0.365 / -0.366 eV. Its HOMO-LUMO gap (spin up / spin down) is 7.74 / 7.74 eV. Its HOMO energy (spin up / spin down) is -8.11 / -8.11 eV. The total energy is -395.89103 Eh.

Each line ends with the Mulliken charge.
Atoms and positions in Å:
C 0.532 0.283 -0.365  0.135
C 1.912 0.573 -0.173  0.193
C -2.249 0.131 0.063  -1.249
C -1.294 -1.053 0.035  -0.074
N 3.129 -1.478 -0.179  -0.193
N 2.424 1.719 -0.206  -0.581
N 0.088 -0.893 -0.235  -0.387
O 2.897 -0.398 0.391  -0.098
H -0.039 1.142 -0.307  0.394
H -1.902 1.117 0.438  0.352
H -2.842 0.493 -0.790  0.342
H -3.010 -0.106 0.754  0.376
H -1.867 -1.673 -0.644  0.224
H -1.189 -1.525 1.056  0.266
H 3.411 1.669 0.163  0.300

[10]
2 unconnected molecules or ions with the total composition C2H9N3. Source: the Open Molecules 2025 dataset; level of theory: ωB97M-V with the def2-TZVPD basis set.

The calculation puts the energy above the lowest of the compared OMol25 structures with the same formula, charge and spin at 1.4797 eV. Its total charge is +1. As for the LUMO energy (spin up / spin down): -5.175 / -9.289 eV. Its HOMO-LUMO gap (spin up / spin down) is 8.11 / 4.00 eV. Its HOMO energy (spin up / spin down) is -13.29 / -13.29 eV. The spin multiplicity is 2. The total energy is -245.47298 Eh. As for the expectation value of S²: 0.758.

Each line ends with the Löwdin spin population.
Atoms and positions in Å:
C -1.397 0.500 0.126  0.112
N -0.758 -1.807 -1.290  0.061
C -0.594 -0.494 -1.893  0.063
N -0.987 0.585 -1.278  0.688
H -2.376 1.019 0.166  0.001
H -0.751 1.182 0.715  0.019
H -1.413 -0.497 0.589  0.038
H -1.226 -2.355 -2.038  -0.001
H 0.243 -2.058 -1.304  0.005
H -0.081 -0.394 -2.864  0.014
N 2.150 0.830 2.302  0.000
H 2.489 1.336 3.128  0.000
H 1.664 1.571 1.775  0.000
H 3.038 0.581 1.868  0.000

> Among the records above, which one has the highest total energy?

C2H9N3

> Which value of total energy does entry 10 give?

-245.47298 Eh

> Which formula does entry 2 have?

C5H7NO2